This record from the Open Molecules 2025 dataset describes a structure of composition CH3InN2O5 in a non-equilibrium geometry. The level of theory is ωB97M-V/def2-TZVPD.

XYZ file:
```
12
Properties=species:S:1:pos:R:3:forces:R:3
In -1.1383 0.7564 0.9569 -1.55 4.50 6.90
N 0.6306 1.9391 2.4779 5.34 4.29 0.12
O -0.0997 1.0275 2.7766 -6.04 -6.66 1.29
O 0.3983 2.5619 1.4435 -1.99 0.44 -3.18
O 1.5596 2.1293 3.1721 0.86 0.57 0.88
C -0.5973 -1.5041 -1.9668 0.02 -0.78 -0.26
N 0.2766 -0.8128 -1.0120 4.01 -5.94 -4.41
O 1.4192 -1.1799 -0.9809 -1.87 1.92 1.26
O -0.1947 0.1188 -0.3911 2.19 1.33 -2.23
H -1.3724 -1.9884 -1.3728 -0.44 0.26 -0.24
H 0.0221 -2.2883 -2.4020 -0.14 0.18 -0.17
H -0.9039 -0.7596 -2.7016 -0.39 -0.12 0.05
```
Forces are in eV/Å.

E_LUMO: -14.1 eV
Gap between HOMO and LUMO: 5.643 eV
E_tot: -19445.9781 eV
Total charge: +2

Löwdin atomic charge list, values in e, 6 entries:
1. In 1.682
2. N -0.579
3. O 0.020
4. O 0.056
5. O 0.286
6. C 0.133

This record from the Open Molecules 2025 dataset describes a structure of composition C35H41BBrLuN13O. The level of theory is ωB97M-V/def2-TZVPD.

XYZ file:
```
93
Properties=species:S:1:pos:R:3:forces:R:3
Lu 0.9748 -0.3711 0.9345 0.09 -0.15 0.21
C -1.3118 -2.6092 3.3679 0.05 -0.01 -0.02
C -0.6948 -1.9818 4.6120 0.03 0.06 0.04
C -0.1175 -3.0991 5.4970 -0.01 0.00 -0.03
C 0.3505 -0.8997 4.4378 0.04 -0.11 -0.02
C 0.9252 -0.2643 5.5437 0.00 -0.03 0.09
C 1.8733 0.5816 5.0272 -0.01 0.02 0.06
N 1.8635 0.4775 3.6946 0.00 0.02 -0.07
N 0.9080 -0.4365 3.3041 0.13 0.18 0.23
B 2.8128 1.3185 2.7947 -0.02 0.07 -0.01
N 3.7259 0.4506 1.8868 -0.08 -0.01 0.08
C 5.0608 0.5132 1.9109 0.08 0.01 -0.03
C 5.5587 -0.2732 0.8995 0.11 -0.04 0.02
C 4.4368 -0.8141 0.2664 -0.05 -0.04 -0.02
N 3.3198 -0.3765 0.8675 0.04 0.28 0.15
C 4.5071 -1.7138 -0.9405 0.01 0.12 0.00
C 5.0679 -0.9222 -2.1298 -0.05 0.02 -0.04
C 3.2027 -2.3958 -1.3198 -0.01 -0.08 0.05
N 2.0113 2.3274 1.9417 -0.03 0.04 0.08
C 2.1033 3.6600 1.9513 -0.01 0.10 -0.04
C 1.2272 4.1708 1.0124 0.06 0.07 0.01
C 0.6152 3.0511 0.4444 -0.04 -0.01 -0.04
N 1.0870 1.9408 1.0206 0.29 -0.03 0.15
C -0.3928 2.9968 -0.6627 -0.01 0.04 0.01
C 0.1630 3.6435 -1.9324 -0.02 0.05 -0.04
C -1.7134 3.6390 -0.2336 -0.03 0.04 -0.03
H -2.2729 -3.0529 3.6307 0.01 -0.01 0.00
H -0.6752 -3.4066 2.9909 0.00 0.01 -0.02
H -1.4802 -1.9063 2.5569 -0.01 0.04 0.00
H -1.4943 -1.5020 5.1832 -0.06 0.03 0.00
H 0.7445 -3.5554 5.0040 -0.03 0.00 0.02
H -0.8690 -3.8753 5.6585 0.03 0.05 -0.01
H 0.2052 -2.7325 6.4707 -0.01 0.00 -0.03
H 0.6837 -0.4215 6.5824 0.03 0.01 -0.08
H 2.5622 1.2514 5.5163 -0.03 -0.03 -0.03
H 3.5280 1.9409 3.5263 -0.03 -0.04 -0.04
H 5.5646 1.1224 2.6443 -0.03 -0.04 -0.03
H 6.5937 -0.4410 0.6475 -0.08 0.00 0.02
H 5.2298 -2.4919 -0.6815 0.05 -0.02 -0.03
H 4.3756 -0.1254 -2.4159 0.02 -0.04 0.02
H 5.2042 -1.5804 -2.9897 0.00 0.02 0.02
H 6.0295 -0.4634 -1.8991 -0.03 -0.02 0.02
H 2.4134 -1.6745 -1.5308 0.00 0.05 -0.03
H 2.8623 -3.0658 -0.5299 0.06 0.03 -0.02
H 3.3567 -2.9890 -2.2232 0.00 -0.01 0.01
H 2.7903 4.1562 2.6187 -0.04 -0.02 -0.02
H 1.0696 5.2075 0.7606 0.00 -0.08 0.03
H -0.5807 1.9469 -0.8797 0.03 -0.06 -0.01
H 0.3000 4.7194 -1.7943 0.00 -0.04 -0.01
H -0.5262 3.4950 -2.7670 0.02 0.02 0.03
H 1.1279 3.2129 -2.2074 -0.05 0.00 0.02
H -1.5797 4.7040 -0.0269 0.00 -0.04 0.00
H -2.1120 3.1697 0.6687 0.01 0.00 -0.03
H -2.4582 3.5424 -1.0278 0.07 0.01 0.06
Br -2.3060 5.1550 -5.9775 0.04 0.04 -0.02
C -3.2475 3.7241 -5.1872 -0.01 0.00 0.07
C -3.8278 2.7588 -5.9920 -0.06 -0.09 -0.01
C -4.5318 1.7170 -5.4027 -0.01 0.02 -0.16
C -4.6068 1.6268 -4.0243 -0.18 -0.26 0.03
C -4.0476 2.6136 -3.2241 0.00 -0.01 0.08
C -3.3690 3.6714 -3.8055 -0.04 -0.01 -0.02
N -5.4058 0.5583 -3.4538 0.27 0.26 0.13
N -4.9266 -0.1965 -2.6002 0.29 0.01 -0.24
C -3.5132 -0.1791 -2.2804 -0.32 -0.04 0.14
C -2.5248 -0.3926 -3.1973 0.05 0.03 -0.14
C -1.1754 -0.5233 -2.8057 -0.05 -0.27 -0.19
C -0.8071 -0.4847 -1.4842 0.15 0.16 0.02
O 0.4493 -0.5921 -1.0635 -0.53 -0.12 -0.40
C -1.8322 -0.2314 -0.5214 -0.01 0.23 0.28
N -1.4281 -0.0217 0.7737 0.13 -0.26 -0.33
C -2.3254 0.3053 1.6736 -0.01 0.07 0.08
C -3.6954 0.4127 1.3853 -0.02 0.01 0.07
C -4.1188 0.2023 0.1045 0.00 -0.03 -0.11
C -3.1744 -0.0948 -0.9081 -0.17 0.07 0.18
H -3.7501 2.8286 -7.0687 0.01 -0.01 0.03
H -5.0239 0.9701 -6.0145 0.03 0.03 0.02
H -4.1576 2.5616 -2.1474 0.00 0.01 -0.02
H -2.9446 4.4572 -3.1945 -0.01 -0.02 -0.02
H -2.7789 -0.4554 -4.2474 0.03 0.00 -0.02
H -0.4012 -0.6678 -3.5498 -0.05 0.03 -0.02
H -1.9559 0.4945 2.6758 -0.01 -0.02 0.02
H -4.3886 0.6632 2.1765 0.01 -0.01 -0.02
H -5.1674 0.2733 -0.1584 0.02 0.01 0.01
N 0.1012 -6.4788 -1.1980 0.01 -0.04 0.08
C 0.2738 -5.2096 -0.8248 -0.04 0.09 -0.27
N 0.0409 -4.2351 -1.7149 0.03 0.05 0.06
N 0.6699 -4.9868 0.4202 0.06 -0.04 0.33
C 0.7953 -3.7575 0.7983 -0.12 -0.09 -0.37
N 0.8997 -2.6467 1.1152 0.03 -0.26 0.12
H -0.2135 -6.7343 -2.1154 0.00 -0.01 -0.01
H 0.2503 -7.1965 -0.5102 0.00 -0.01 0.00
H -0.2286 -4.4326 -2.6619 -0.01 -0.01 0.00
H 0.2365 -3.2747 -1.4721 -0.01 0.06 -0.03
```
Forces are in eV/Å.

E_LUMO: -2.7 eV
Gap between HOMO and LUMO: 7.439 eV
E_tot: -162721.2848 eV
Total charge: +1

Löwdin atomic charge list, values in e, 6 entries:
1. Lu 1.678
2. C -0.075
3. C -0.353
4. C -0.060
5. C -0.253
6. C -0.007

This record from the Open Molecules 2025 dataset describes a structure of composition C34H36BF3O5 in a non-equilibrium geometry. The level of theory is ωB97M-V/def2-TZVPD.

XYZ file:
```
79
Properties=species:S:1:pos:R:3:forces:R:3
C -3.7838 5.4293 2.6291 -0.49 0.86 -0.49
C -3.3461 4.2230 3.3060 0.55 -1.09 1.03
C -2.9958 4.0094 4.6281 -0.50 0.19 -0.66
C -2.3695 2.7533 4.6833 0.21 -0.56 -0.79
C -2.2297 2.2933 3.3390 -2.08 2.26 0.84
B -2.0415 -2.2793 1.2735 2.90 0.14 -0.54
C -1.1433 1.8055 2.6806 -0.19 0.18 0.39
C -0.0385 1.4931 3.6045 -0.70 -0.52 -0.35
C 1.0652 2.4361 3.2661 0.71 0.16 -0.59
C 1.2332 2.8285 1.9815 0.98 0.58 1.23
C 2.4131 3.7002 1.6372 0.57 -0.25 0.02
F 3.2198 3.0620 0.7150 -0.53 0.66 0.57
F 2.0526 4.8895 1.0754 0.32 -0.71 0.36
F 3.2068 3.9746 2.7169 -0.66 -0.04 -1.02
C 0.3535 2.4357 0.9382 -0.60 -0.48 -0.58
C -0.8654 1.9178 1.2914 0.03 0.41 -0.34
O -2.5733 -2.7638 2.3629 -0.24 0.04 0.45
C -3.9853 -2.4377 2.1702 -0.99 -0.16 -0.13
C -4.6800 -3.7799 1.9993 -0.18 -0.36 -0.01
C -4.4488 -1.7554 3.4321 -0.12 0.32 0.22
C -4.0105 -1.5222 0.8545 -0.90 0.28 0.17
C -5.0204 -1.9472 -0.1843 -0.41 -0.23 -0.16
C -4.1881 -0.0281 1.0939 0.03 0.35 0.11
O -2.6755 -1.6880 0.2789 -0.33 -0.02 -0.14
O -3.0052 3.1551 2.5412 -0.05 0.60 0.62
H -4.0847 6.1826 3.3622 0.06 -0.11 -0.11
H -2.9450 5.8344 2.0427 -0.27 -0.05 0.03
H -4.6285 5.2556 1.9551 0.13 -0.01 0.00
H -3.0985 4.7449 5.4267 -0.13 -0.44 -0.26
H -1.9673 2.2832 5.5754 -0.01 0.18 -0.32
H -0.2985 1.5848 4.6617 -0.05 0.07 -0.32
H 1.7512 2.7666 4.0395 -0.13 -0.07 -0.14
H 0.6436 2.6494 -0.0880 -0.23 -0.21 0.12
H -1.6412 1.6901 0.5591 0.19 0.36 0.16
H -5.7676 -3.6713 1.9473 0.10 0.05 -0.01
H -4.3504 -4.3110 1.1001 0.03 0.15 0.15
H -4.4451 -4.4270 2.8547 -0.03 0.28 -0.12
H -5.5391 -1.6498 3.4297 0.11 -0.01 0.04
H -4.1425 -2.3512 4.3014 -0.13 0.09 -0.23
H -4.0105 -0.7586 3.5334 0.00 -0.16 0.06
H -6.0242 -1.7253 0.1960 0.04 -0.08 -0.11
H -4.8774 -1.3733 -1.1072 0.04 -0.09 0.24
H -4.9744 -3.0116 -0.4290 0.06 0.22 0.02
H -5.1735 0.1979 1.5232 0.22 -0.09 -0.05
H -3.4098 0.4016 1.7400 -0.23 -0.23 -0.12
H -4.1298 0.4822 0.1210 0.02 -0.15 0.27
C 1.1346 -4.2819 7.6396 -0.73 0.14 -0.25
O -0.1419 -3.6303 7.4386 0.16 -0.55 0.08
C -0.3405 -2.9926 6.2522 0.35 0.42 -0.62
C -1.2572 -1.9189 6.2321 0.51 -0.38 0.52
C -1.1098 -0.9174 5.2863 0.37 -0.39 -0.52
C -0.1528 -1.0583 4.2755 -0.39 0.30 0.06
C 0.1453 0.0303 3.2489 3.10 -3.28 -0.34
C 1.6306 -0.1472 2.8651 -0.36 -0.17 0.40
C 1.9883 -0.3968 1.5496 0.27 -0.01 0.04
C 3.3273 -0.2667 1.1963 0.58 0.82 1.22
C 4.2700 0.1072 2.1804 -1.22 0.31 -0.38
O 5.4154 0.6323 1.6638 0.08 -0.64 -0.63
C 5.2946 0.5879 0.1957 0.33 0.20 0.44
C 3.9513 -0.0764 -0.1460 0.13 -0.27 -0.47
C 3.9402 0.1622 3.5458 0.71 0.02 -0.77
C 2.6047 0.0556 3.8668 -0.45 -0.23 -0.42
C 0.5072 -2.2838 4.1318 -0.12 -0.08 -0.20
C 0.4231 -3.2701 5.0980 -0.23 0.27 0.95
H 1.1079 -4.5707 8.6896 0.16 -0.09 -0.15
H 1.2271 -5.1690 6.9961 0.02 0.19 0.27
H 1.9812 -3.6019 7.4518 -0.38 -0.09 -0.02
H -1.9818 -1.8292 7.0367 0.25 0.06 0.06
H -1.7164 -0.0158 5.3345 -0.02 -0.20 0.04
H -0.4273 -0.2859 2.3593 0.27 0.64 0.46
H 1.2274 -0.6261 0.7935 0.20 0.23 0.29
H 5.3405 1.6251 -0.1625 0.07 -0.29 0.16
H 6.1572 0.0256 -0.1835 -0.22 0.19 0.10
H 4.1163 -1.0313 -0.6600 -0.10 0.16 -0.02
H 3.3367 0.5663 -0.7892 0.13 -0.18 0.11
H 4.7230 0.3630 4.2738 -0.25 0.09 -0.05
H 2.2825 0.1668 4.9047 0.07 -0.04 -0.26
H 1.1500 -2.4690 3.2670 -0.24 0.19 0.35
H 1.0264 -4.1777 5.0187 -0.21 0.37 0.06
```
Forces are in eV/Å.

E_LUMO: -2.2 eV
Gap between HOMO and LUMO: 2.751 eV
E_tot: -54902.8978 eV

Löwdin atomic charge list, values in e, 6 entries:
1. C -0.016
2. C -0.317
3. C -0.011
4. C 0.007
5. C -0.190
6. B -0.414

This record from the Open Molecules 2025 dataset describes a cluster of 2 separate species, C2H6NO2P in total in a non-equilibrium geometry. The level of theory is ωB97M-V/def2-TZVPD.

XYZ file:
```
12
Properties=species:S:1:pos:R:3:forces:R:3
C -0.7804 1.6320 0.5140 -0.82 2.58 3.04
N -1.0229 0.5390 -0.3035 1.85 0.91 -0.83
C -1.7399 -0.3665 -0.4519 -1.20 -0.62 0.52
O -2.4572 -1.2723 -0.5469 -0.69 -1.36 -0.57
H -0.5215 1.3152 1.6341 -0.08 0.62 -2.47
H -0.0363 2.3811 0.0939 -0.75 -1.29 0.59
H -1.7751 2.2107 0.6538 1.56 -0.66 -0.27
O 0.9205 -1.8234 -0.6385 -1.33 -0.65 0.74
P 2.3643 -1.4791 0.0972 -0.93 2.15 -0.75
H 0.1596 -1.8292 -0.0268 0.64 -0.23 -0.37
H 2.8374 -1.3510 -1.2327 0.88 0.22 0.36
H 2.0516 0.0436 0.2072 0.85 -1.68 0.01
```
Forces are in eV/Å.

SMILES: CN=C=O.OP
E_LUMO: 0.4 eV
Gap between HOMO and LUMO: 9.859 eV
E_tot: -17043.6894 eV

Löwdin atomic charge list, values in e, 6 entries:
1. C -0.145
2. N 0.047
3. C -0.382
4. O 0.160
5. H 0.121
6. H 0.089

This record from the Open Molecules 2025 dataset describes a structure of composition C14H30F6KN6O4S2 in a non-equilibrium geometry. The level of theory is ωB97M-V/def2-TZVPD.

XYZ file:
```
63
Properties=species:S:1:pos:R:3:forces:R:3
K -0.3563 1.0289 -1.2722 0.24 -1.77 -0.99
F -0.3518 4.8783 2.5332 -0.03 0.05 0.09
C 0.1639 3.9857 1.7097 -0.03 -0.06 0.01
F 1.4882 4.0997 1.6989 0.10 0.06 -0.06
F -0.1391 2.7590 2.1522 -0.05 -0.15 0.00
S -0.4908 4.2418 0.0076 -0.23 0.11 -0.08
O 0.1328 3.1956 -0.7836 0.54 1.39 0.47
O -0.2201 5.6068 -0.2657 0.00 -0.02 -0.11
N -2.0448 3.9608 0.1646 0.10 -0.23 0.03
S -2.6209 2.5754 -0.2901 -0.29 0.86 0.23
O -2.5759 2.3213 -1.7102 -0.31 -0.01 0.11
O -2.1945 1.4357 0.5202 -0.26 0.31 0.09
C -4.3766 2.8872 0.1634 -0.03 -0.07 -0.09
F -4.4870 3.1288 1.4575 0.02 0.03 0.13
F -5.0760 1.7812 -0.1230 0.00 -0.14 -0.05
F -4.8559 3.8950 -0.5338 -0.04 0.05 -0.02
N -2.3291 -1.0454 0.9820 -0.31 -0.43 -0.46
C -2.5891 -2.5217 1.1919 0.01 0.28 -0.06
C -3.8868 -2.8817 0.4676 0.09 0.03 -0.01
C -3.7527 -2.8150 -1.0629 0.00 0.07 0.03
N -3.6301 -1.4015 -1.4976 0.00 -0.04 0.25
C -2.5572 -3.6446 -1.5303 0.00 -0.09 0.04
C -1.2305 -3.3693 -0.8189 0.01 0.08 0.05
N -0.6694 -2.0835 -1.2512 0.08 0.21 -0.08
C -1.4086 -3.3535 0.6995 -0.11 -0.09 0.09
H -2.8874 -0.4532 1.5953 -0.01 0.02 -0.06
H -2.6110 -0.8134 -0.0164 0.20 -0.14 0.34
H -1.3540 -0.7945 1.1277 -0.04 0.01 -0.06
H -2.7008 -2.6463 2.2689 -0.02 -0.12 -0.02
H -4.7046 -2.2409 0.8083 0.00 0.03 -0.02
H -4.1513 -3.8970 0.7689 -0.02 -0.02 -0.07
H -4.6480 -3.2691 -1.4964 -0.02 -0.01 0.02
H -4.5415 -0.9529 -1.5001 0.01 0.00 0.04
H -3.2944 -1.3557 -2.4547 0.02 0.02 0.10
H -2.4282 -3.5302 -2.6109 0.02 0.02 0.01
H -2.8088 -4.6969 -1.3756 0.00 0.00 0.01
H -0.5584 -4.2003 -1.0613 0.02 0.02 0.02
H -0.5589 -2.0939 -2.2613 -0.02 0.01 0.01
H 0.2710 -1.9246 -0.8890 0.00 -0.10 0.00
H -0.4864 -3.0243 1.1883 0.03 0.02 -0.03
H -1.5802 -4.3741 1.0505 -0.01 0.01 -0.03
C 5.4498 1.3249 1.5816 0.04 0.09 0.05
C 5.0576 -0.0369 1.0355 -0.04 -0.09 -0.03
N 4.1011 0.0397 -0.0721 0.01 -0.02 0.01
C 4.6402 0.4426 -1.3709 0.03 -0.10 0.01
C 4.2932 1.8696 -1.7725 -0.02 0.10 -0.05
C 2.7808 -0.2024 0.0718 -0.03 0.09 -0.02
C 2.2576 -0.4742 1.4584 -0.04 -0.04 0.06
N 1.9082 -0.2159 -0.8926 0.44 -0.22 0.07
H 6.1295 1.2181 2.4273 -0.01 -0.03 -0.01
H 4.5731 1.8818 1.9172 -0.01 -0.02 0.00
H 5.9588 1.9260 0.8278 -0.01 -0.02 -0.01
H 4.6444 -0.6657 1.8200 -0.02 0.03 0.02
H 5.9362 -0.5709 0.6675 0.01 0.04 -0.01
H 4.3189 -0.2758 -2.1323 -0.03 0.04 -0.01
H 5.7224 0.3325 -1.3094 0.00 0.01 0.02
H 3.2182 2.0418 -1.8294 -0.01 -0.05 0.01
H 4.7206 2.0942 -2.7503 0.00 -0.01 0.01
H 4.6958 2.5867 -1.0584 0.02 -0.02 0.01
H 2.4638 -1.5047 1.7553 0.03 0.01 -0.01
H 1.1793 -0.3272 1.4477 0.00 -0.02 -0.01
H 2.6813 0.1842 2.2137 0.01 0.04 -0.03
H 2.3706 -0.0658 -1.7872 -0.01 -0.01 0.00
```
Forces are in eV/Å.

E_LUMO: -2.6 eV
Gap between HOMO and LUMO: 9.128 eV
E_tot: -86432.1590 eV
Total charge: +1

Löwdin atomic charge list, values in e, 6 entries:
1. K 0.854
2. F 0.170
3. C -0.682
4. F 0.150
5. F 0.122
6. S 0.620

This record from the Open Molecules 2025 dataset describes the ion C13H10F9N3O3P with charge +1 in a non-equilibrium geometry. The level of theory is ωB97M-V/def2-TZVPD.

XYZ file:
```
39
Properties=species:S:1:pos:R:3:forces:R:3
O -0.9098 -5.0474 -1.7010 0.52 1.56 0.98
P -1.1900 -3.6626 -1.2471 -2.34 -2.04 -2.05
O -1.0203 -2.6022 -2.5253 -0.64 -0.71 2.16
O -2.8186 -3.5923 -0.8168 2.45 0.85 0.35
C -0.2165 -3.1296 0.2574 0.62 1.41 0.48
C 0.7775 -1.9572 0.0159 4.04 -0.56 -0.25
C 2.2237 -2.1113 -0.0658 -2.49 -0.19 0.25
N 2.8420 -0.8439 -0.2663 -4.48 -1.17 0.56
C 1.8001 0.0570 -0.3031 1.99 1.45 -0.35
C 2.1923 1.5322 -0.4819 -0.07 3.32 -0.43
C 2.7926 2.3601 0.5816 -0.57 -0.55 -1.75
C 3.1363 3.7429 0.3024 0.56 0.17 1.22
N 2.9657 4.4998 -0.8308 -1.28 -4.44 0.59
C 2.3660 3.6992 -1.7730 -0.35 0.06 -1.32
C 1.9809 2.3004 -1.7239 0.55 -0.27 1.82
N 0.5726 -0.5555 -0.1607 1.43 -1.19 0.09
C -0.7222 0.1252 -0.1840 -1.24 1.35 -1.48
F -0.6390 1.0695 -1.2000 -0.15 -1.16 1.89
F -1.7660 -0.7026 -0.5251 1.95 0.54 0.76
C -1.1138 0.7872 1.2053 1.29 0.58 0.99
F -0.9522 -0.1798 2.2003 -0.49 1.07 -1.60
F -0.2078 1.7901 1.5287 -1.16 -1.57 -0.94
C -2.5732 1.4108 1.2494 -0.95 1.55 0.44
F -2.4856 2.6107 1.9467 -0.05 -1.86 -0.90
F -3.0885 1.7275 0.0133 1.20 -0.83 1.33
C -3.6513 0.5313 2.0188 -1.47 -0.30 -0.01
F -3.4709 0.6358 3.3667 -0.37 -0.23 -2.12
F -4.8850 1.0101 1.6378 1.96 -0.62 1.08
F -3.6385 -0.7968 1.6552 0.43 1.75 0.52
H -1.7846 -2.7382 -3.1288 0.56 0.08 0.35
H -2.8950 -3.6333 0.1583 -0.26 -0.03 -0.68
H 0.3847 -4.0247 0.5954 -0.59 0.96 -0.65
H -0.8637 -2.8515 1.1455 0.40 -0.31 -1.19
H 2.7459 -3.0978 0.0278 -0.35 1.42 -0.19
H 3.8401 -0.6263 -0.3576 -0.68 0.01 0.03
H 2.9826 1.9227 1.5931 -0.14 0.64 -1.03
H 3.6233 4.3020 1.1535 -0.62 -0.72 -0.98
H 2.1415 4.2296 -2.7439 0.30 -0.71 1.13
H 1.5247 1.8087 -2.6179 0.48 0.70 0.90
```
Forces are in eV/Å.

SMILES: O=P(O)(O)Cc1c[nH]c(-c2ccncc2)[n+]1C(F)(F)C(F)(F)C(F)(F)C(F)(F)F
E_LUMO: -4.2 eV
Gap between HOMO and LUMO: 8.857 eV
E_tot: -57995.6748 eV
Total charge: +1

Löwdin atomic charge list, values in e, 6 entries:
1. O -0.276
2. P 0.550
3. O -0.158
4. O -0.159
5. C -0.128
6. C -0.136